# C34H26FHfN6O3S3

C34H26FHfN6O3S3 as an isolated structure (ωB97M-V/def2-TZVPD, the Open Molecules 2025 dataset).

Its charge is +1. As for the orbital gap: 4.7 eV. As for the spin multiplicity: 1. As for the maximum force: 4.1 eV/A. For the HOMO energy, the calculation gives -8.67 eV. As for the LUMO energy: -4.01 eV. The energy relative to the best compared isomer or geometry (same formula, charge and spin) is 88.68 kJ/mol.

Each line ends with the Mulliken charge.
Cartesian coordinates (Å):
Hf: 3.39740 1.61679 0.60654  0.3757
S: 4.50744 1.94017 -1.60014  -0.4292
C: 6.08874 1.47433 -0.89018  0.5482
C: 6.95182 0.90139 -1.89642  -0.2648
N: 7.63398 0.48092 -2.75213  -0.4946
C: 6.55266 1.55424 0.40923  1.0354
S: 5.71752 2.27996 1.70794  -0.4038
C: 7.82362 0.86771 0.69821  -0.2015
N: 8.83230 0.41299 1.00439  -0.4378
S: 0.16939 3.04352 3.53193  -0.2499
C: 1.08989 1.85000 4.46178  0.4351
C: 0.69671 1.20078 5.61516  -0.4926
C: 1.46213 0.13981 6.09502  -0.5538
C: 2.51449 -0.37002 5.34788  -0.7269
C: 2.95796 0.23858 4.16691  -0.4944
C: 2.17323 1.34948 3.71054  -0.0777
N: 2.38335 2.08955 2.53347  -0.0640
C: 1.39947 2.99666 2.34706  0.5795
C: 1.62129 3.94064 1.22842  0.4705
C: 0.68331 4.91919 0.79472  -0.7460
C: 1.04414 5.79238 -0.19903  -0.6143
C: 2.32774 5.72435 -0.80644  -0.6301
C: 3.20281 4.71933 -0.41615  -0.4026
C: 2.78219 3.77733 0.49699  0.4943
H: -0.14514 1.54817 6.16612  0.4202
H: 1.17988 -0.29764 7.03696  0.4064
H: 3.03200 -1.23113 5.74210  0.4161
H: 3.80020 -0.08620 3.58357  0.5641
H: -0.30329 5.02602 1.32609  0.2781
H: 0.31203 6.52221 -0.45969  0.4329
H: 2.62563 6.50279 -1.46756  0.4628
H: 4.19810 4.69979 -0.85610  0.5006
F: -3.55562 1.34214 -0.25338  -0.3484
C: -2.64093 0.34860 -0.50641  0.4437
C: -1.31502 0.61371 -0.27540  -0.9156
C: -0.34175 -0.32157 -0.67956  -0.0806
C: 1.08263 -0.11338 -0.33598  1.2698
O: 1.52747 1.08797 -0.16793  -0.4629
C: 1.78953 -1.32481 -0.12943  0.3646
C: 1.24838 -2.55667 -0.46878  -0.7637
N: 0.08572 -2.65489 -1.22158  0.4489
C: -0.32120 -3.91335 -1.74983  -0.2724
C: -0.95984 -3.93399 -3.15434  -0.5635
C: 0.41723 -4.49889 -2.97945  -0.6842
C: -0.79897 -1.55823 -1.19116  0.0666
C: -2.14552 -1.80410 -1.49038  -0.4742
C: -3.12252 -0.83335 -1.13019  -1.0437
N: -4.45682 -1.11712 -1.41275  0.2052
C: -5.54027 -0.37505 -0.73712  -0.4653
C: -6.90026 -0.79838 -1.31324  -0.9965
N: -6.97740 -2.29227 -1.50211  -0.0502
C: -5.96005 -2.76092 -2.49575  -0.6862
C: -4.85986 -1.69578 -2.66323  -0.6968
C: 3.10831 -1.43427 0.62966  0.1043
O: 3.39487 -2.49072 1.15565  -0.6314
O: 3.79753 -0.29186 0.90799  -0.4812
H: -1.01507 1.52961 0.20549  0.6936
H: 1.76844 -3.47730 -0.22650  0.5367
H: -0.76592 -4.78717 -1.16102  0.1688
H: -1.08165 -2.94476 -3.63291  0.3229
H: -1.82187 -4.62068 -3.16336  0.2949
H: 1.18561 -3.85308 -3.40815  0.2892
H: 0.45279 -5.58853 -2.98877  0.2997
H: -2.46783 -2.77524 -1.87360  1.0749
H: -5.37299 0.69768 -0.92657  0.3983
H: -5.46274 -0.52488 0.38215  0.3871
H: -7.16848 -0.24636 -2.22369  0.3787
H: -7.65258 -0.53304 -0.58232  0.4619
H: -7.90487 -2.62194 -1.84841  0.3792
H: -6.82804 -2.68349 -0.56701  0.4119
H: -6.43286 -3.02227 -3.46930  0.3593
H: -5.48257 -3.68724 -2.08356  0.3790
H: -5.26185 -0.95847 -3.40766  0.2744
H: -3.95618 -2.14975 -3.12726  0.4672


# C31H36N3OPTi

C31H36N3OPTi as an isolated structure (ωB97M-V/def2-TZVPD, the Open Molecules 2025 dataset).

Its charge is +3. As for the orbital gap (spin up / spin down): 7.2 / 7.5 eV. As for the spin multiplicity: 2. As for the maximum force: 0.3 eV/A. For the HOMO energy (spin up / spin down), the calculation gives -17.36 / -17.35 eV. As for the LUMO energy (spin up / spin down): -10.12 / -9.86 eV.

Each line ends with the Löwdin spin population.
Cartesian coordinates (Å):
Ti: -0.27644 0.15280 -0.01015  0.9738
C: -2.45193 -2.87326 0.57878  0.0004
C: -1.26185 -2.29228 -0.12439  0.0031
C: 0.01200 -2.35365 0.45655  -0.0009
C: 1.14537 -1.94094 -0.25078  -0.0002
C: 1.02721 -1.38952 -1.53453  0.0022
C: -0.24067 -1.28033 -2.11137  0.0049
C: -1.36698 -1.71929 -1.40570  -0.0031
H: -2.29240 -3.94695 0.70047  0.0000
H: -3.36878 -2.73208 0.01244  0.0001
H: -2.57589 -2.45677 1.57909  0.0003
H: 0.13114 -2.77128 1.44969  0.0000
H: 2.12189 -2.06072 0.19480  -0.0001
H: 1.91701 -1.07741 -2.06789  0.0001
H: -0.38490 -0.86192 -3.09747  0.0001
H: -2.34603 -1.62533 -1.85646  -0.0002
C: -3.59376 0.13669 0.10413  0.0092
C: -3.52400 1.59006 0.52684  0.0005
C: -4.91318 2.07583 0.94822  0.0005
C: -2.51740 1.73764 1.66339  -0.0004
C: -2.59362 3.10012 2.32696  -0.0003
O: -1.20732 3.43439 2.57066  -0.0010
C: -0.44569 2.68843 1.81935  -0.0003
N: -1.05016 1.66805 1.22137  -0.0079
C: 0.94117 3.18482 1.75217  -0.0001
C: 1.10721 4.55059 2.01342  -0.0002
C: 2.37339 5.11357 2.05217  -0.0002
C: 3.48675 4.31124 1.86016  -0.0003
C: 3.33175 2.95390 1.59658  -0.0010
C: 2.07097 2.37971 1.52297  -0.0022
P: 1.92248 0.58415 1.28830  -0.0066
C: 1.97206 -0.17546 2.91071  0.0011
C: 3.13085 -0.13475 3.68890  -0.0004
C: 3.11019 -0.65319 4.97466  0.0000
C: 1.93947 -1.19898 5.48871  0.0001
C: 0.77729 -1.22472 4.72705  0.0003
C: 0.79620 -0.71114 3.44127  0.0029
C: 3.40242 0.14935 0.34716  0.0008
C: 3.68164 0.87142 -0.81941  -0.0001
C: 4.75403 0.51632 -1.62336  0.0002
C: 5.55547 -0.56329 -1.26988  -0.0008
C: 5.28797 -1.28183 -0.11369  0.0006
C: 4.21197 -0.93129 0.69449  -0.0009
H: -4.00161 0.00036 -0.89670  0.0004
H: -4.22419 -0.41949 0.80135  0.0004
H: -2.60771 -0.34017 0.16119  0.0032
H: -3.17447 2.21272 -0.30604  0.0001
H: -5.25149 1.54701 1.84284  0.0000
H: -5.63344 1.87397 0.15631  0.0000
H: -4.94805 3.14614 1.14559  0.0001
H: -2.67162 0.94524 2.40147  0.0000
H: -3.12018 3.11704 3.27528  -0.0001
H: -2.98581 3.87376 1.66782  0.0000
H: 0.24609 5.17697 2.18941  0.0000
H: 2.48445 6.17112 2.24932  0.0000
H: 4.48096 4.73500 1.91692  0.0000
H: 4.21168 2.34231 1.44910  0.0000
H: 4.04435 0.30097 3.30184  0.0000
H: 4.00675 -0.62666 5.57951  0.0000
H: 1.93039 -1.60074 6.49325  0.0000
H: -0.13247 -1.63835 5.14118  0.0000
H: -0.11874 -0.70773 2.85449  0.0018
H: 3.10599 1.75597 -1.07301  0.0000
H: 4.97942 1.09172 -2.51174  0.0000
H: 6.39914 -0.83353 -1.89114  0.0000
H: 5.92075 -2.11250 0.16932  0.0000
H: 4.02271 -1.49792 1.59839  -0.0001
N: -0.85124 1.78039 -2.25516  0.0169
N: 0.34494 1.64186 -1.44660  0.0004
H: -1.40686 2.53668 -1.86834  0.0003
H: -0.60099 2.06286 -3.20011  0.0012
H: 0.65331 2.53261 -1.05327  0.0003
H: 1.11005 1.32943 -2.03937  0.0013


# C2H5NSi

One molecule with the formula C2H5NSi (ωB97M-V/def2-TZVPD, the Open Molecules 2025 dataset).

As for the orbital gap: 10.6 eV. As for the spin multiplicity: 1. As for the maximum force: 4.6 eV/A. For the HOMO energy, the calculation gives -9.84 eV. As for the LUMO energy: 0.78 eV. The energy relative to the best compared isomer or geometry (same formula, charge and spin) is 86.72 kJ/mol.

Each line ends with the Mulliken charge.
Cartesian coordinates (Å):
C: -0.45837 1.70795 1.73563  0.4576
C: -0.34253 0.96157 0.81509  -1.0332
N: 0.50333 -1.50944 -0.39291  -0.5509
Si: -0.29119 -0.09159 -0.95671  0.4002
H: -0.47526 2.29217 2.63463  0.3700
H: 0.97305 -1.52985 0.51287  0.2791
H: 1.12066 -1.98208 -1.02860  0.2300
H: -1.75604 -0.23155 -1.42337  -0.0633
H: 0.72634 0.38283 -1.89663  -0.0895


# C3H3Li2O3Zn

C3H3Li2O3Zn as an isolated structure (ωB97M-V/def2-TZVPD, the Open Molecules 2025 dataset).

Its charge is +1. As for the orbital gap (spin up / spin down): 5.4 / 5.5 eV. As for the spin multiplicity: 1. As for the maximum force: 3.2 eV/A. For the HOMO energy (spin up / spin down), the calculation gives -9.79 / -9.92 eV. As for the LUMO energy (spin up / spin down): -4.38 / -4.39 eV. The energy relative to the best compared isomer or geometry (same formula, charge and spin) is 0.00 kJ/mol.

Each line ends with the Mulliken charge.
Cartesian coordinates (Å):
O: 0.42605 -1.57945 -0.13179  -0.8077
Li: -0.54165 -3.00580 -0.39611  0.9135
C: 0.36706 -0.40664 0.37942  0.7243
O: 1.59854 0.08912 0.81801  -0.4468
C: 2.02166 1.33091 0.13462  -0.4290
H: 2.40056 1.03679 -0.85835  0.3760
H: 2.88950 1.67767 0.71704  0.4149
Zn: 0.22233 2.30522 0.34661  0.3449
C: -0.83287 0.37704 0.61249  -0.4743
O: -1.38161 1.06202 -0.45339  -0.7298
Li: 0.73206 0.61096 2.57618  0.7949
H: -1.18397 0.49479 1.64177  0.3193


Q: spin multiplicity of number 4 (C3H3Li2O3Zn)?
A: 1


Q: Which value of spin multiplicity does entry 4 give?
A: 1


Q: maximum force of number 1 (C34H26FHfN6O3S3)?
A: 4.1 eV/A


Copy entry 4 word for word.
# C3H3Li2O3Zn

C3H3Li2O3Zn as an isolated structure (ωB97M-V/def2-TZVPD, the Open Molecules 2025 dataset).

Its charge is +1. As for the orbital gap (spin up / spin down): 5.4 / 5.5 eV. As for the spin multiplicity: 1. As for the maximum force: 3.2 eV/A. For the HOMO energy (spin up / spin down), the calculation gives -9.79 / -9.92 eV. As for the LUMO energy (spin up / spin down): -4.38 / -4.39 eV. The energy relative to the best compared isomer or geometry (same formula, charge and spin) is 0.00 kJ/mol.

Each line ends with the Mulliken charge.
Cartesian coordinates (Å):
O: 0.42605 -1.57945 -0.13179  -0.8077
Li: -0.54165 -3.00580 -0.39611  0.9135
C: 0.36706 -0.40664 0.37942  0.7243
O: 1.59854 0.08912 0.81801  -0.4468
C: 2.02166 1.33091 0.13462  -0.4290
H: 2.40056 1.03679 -0.85835  0.3760
H: 2.88950 1.67767 0.71704  0.4149
Zn: 0.22233 2.30522 0.34661  0.3449
C: -0.83287 0.37704 0.61249  -0.4743
O: -1.38161 1.06202 -0.45339  -0.7298
Li: 0.73206 0.61096 2.57618  0.7949
H: -1.18397 0.49479 1.64177  0.3193